# 1
C9H18BN2 | the ωB97M-V functional and the def2-TZVPD basis

Each line ends with the Löwdin charge.
CARTESIAN COORDINATES (ANGSTROEM)
B1 2.508 0.139 -0.736  -0.2209
C1 3.448 0.950 0.129  0.1380
C2 1.786 2.052 1.251  0.0268
C3 3.183 1.852 1.098  -0.2188
C4 1.072 0.525 -0.268  0.0557
C5 2.750 -1.173 -1.621  0.0205
C6 4.187 2.635 1.882  -0.0061
C7 -5.120 -1.077 -0.113  -0.0369
C8 -2.799 -2.068 0.251  -0.0894
C9 -3.728 -1.386 -0.720  -0.4266
N1 0.907 1.221 0.788  0.1554
N2 -3.023 -0.092 -1.132  0.0396
H1 4.463 1.034 -0.277  0.1496
H2 1.299 2.976 1.738  0.1971
H3 0.246 -0.300 -0.538  0.1671
H4 3.275 -2.033 -1.142  0.1017
H5 3.280 -0.827 -2.483  0.0761
H6 1.764 -1.489 -1.923  0.0581
H7 3.671 3.515 2.273  0.0940
H8 5.105 2.933 1.504  0.0716
H9 4.505 2.098 2.786  0.1134
H10 -5.664 -0.882 -0.915  0.0270
H11 -5.337 -2.003 0.375  0.0736
H12 -4.939 -0.345 0.636  0.0750
H13 -2.674 -1.433 1.004  0.0333
H14 -1.848 -2.250 -0.242  0.0740
H15 -3.160 -3.000 0.423  0.0495
H16 -3.821 -2.158 -1.537  0.1480
H17 -2.807 0.164 -2.038  0.0228
H18 -2.530 0.423 -0.454  0.0306

Results
Net charge ... +1
Calculated total energy ... -13270.09801 eV

# 2
C9H18Br3ClN2O2 | the ωB97M-V functional and the def2-TZVPD basis

Each line ends with the Löwdin charge.
CARTESIAN COORDINATES (ANGSTROEM)
N1 3.304 -2.509 0.223  -0.0787
C1 2.095 -1.693 -0.282  -0.2882
C2 2.646 -0.171 -0.545  -0.2259
C3 1.577 1.025 -0.204  -0.1942
C4 0.047 0.757 -0.745  -0.2046
N2 -0.768 -0.192 0.116  0.0236
C5 -1.828 0.524 0.924  -0.3067
O1 -1.606 1.562 1.757  -0.0117
O2 -3.212 0.032 0.830  -0.1169
C6 -3.799 0.433 -0.462  -0.1877
C7 -5.399 -0.006 -0.420  -0.2131
C8 -5.535 -1.622 -0.134  -0.5404
Cl1 -6.112 -2.553 -1.664  0.4105
H1 2.898 -3.489 0.306  0.0689
H2 3.376 -2.200 1.239  0.0662
H3 1.788 -2.159 -1.313  0.1164
H4 1.286 -1.788 0.561  0.1084
H5 3.116 -0.106 -1.627  0.1190
H6 3.563 -0.017 0.205  0.0283
H7 1.636 1.290 0.936  0.1269
H8 1.963 1.990 -0.791  0.0979
H9 -0.509 1.812 -0.675  0.1289
H10 -0.004 0.453 -1.897  0.1421
H11 -1.167 -0.967 -0.462  0.1206
H12 -3.751 1.594 -0.602  0.1451
H13 -3.321 -0.187 -1.341  0.1357
H14 -5.950 0.308 -1.413  0.1152
H15 -5.933 0.578 0.468  0.1276
H16 -4.547 -2.143 0.217  0.0835
H17 -6.309 -1.725 0.769  0.1008
C9 6.206 2.230 1.164  -1.5889
Br1 5.077 2.693 -0.351  0.5798
Br2 6.141 3.587 2.557  0.5568
Br3 5.794 0.460 1.859  0.5784
H18 7.237 2.198 0.797  -0.0234

Results
Calculated total energy ... -239345.05123 eV

# 3
C9H18BrNOZr | the ωB97M-V functional and the def2-TZVPD basis

Each line ends with the Löwdin charge.
CARTESIAN COORDINATES (ANGSTROEM)
Zr1 17.361 -1.860 18.632  1.5515
C1 14.457 -2.063 15.346  0.0006
C2 15.777 -2.147 14.506  -0.4460
C3 15.380 -1.916 12.929  -0.1022
C4 15.331 -0.469 12.535  -0.1541
C5 16.675 0.222 13.026  -0.0920
C6 16.996 0.130 14.561  -0.4176
N1 16.895 -1.302 14.980  0.0933
O1 17.238 -1.527 16.380  -0.2990
C7 16.009 1.072 15.401  0.0175
C8 18.440 0.691 14.687  -0.0266
C9 16.307 -3.549 14.528  -0.0400
H1 14.113 -1.029 15.322  0.0856
H2 14.537 -2.497 16.343  0.0325
H3 13.723 -2.642 14.786  0.1035
H4 14.356 -2.276 12.825  0.1242
H5 16.008 -2.465 12.227  0.1323
H6 14.449 0.053 12.906  0.1130
H7 15.237 -0.369 11.454  0.1281
H8 16.575 1.254 12.688  0.1349
H9 17.567 -0.159 12.529  0.1237
H10 16.011 0.918 16.480  0.0699
H11 15.033 1.149 14.921  0.0856
H12 16.352 2.101 15.294  0.0962
H13 18.810 0.679 15.712  0.0707
H14 18.475 1.761 14.477  0.1035
H15 19.222 0.215 14.095  0.0984
H16 16.419 -3.906 15.551  0.0748
H17 17.316 -3.574 14.116  0.1051
H18 15.647 -4.186 13.940  0.1154
Br1 14.745 -1.314 19.013  0.1172

Results
Net charge ... +2
Calculated total energy ... -84462.23773 eV

# 4
C9H18BrNOZr | the ωB97M-V functional and the def2-TZVPD basis

Each line ends with the Löwdin charge.
CARTESIAN COORDINATES (ANGSTROEM)
Zr1 -7.101 -0.293 0.226  1.3295
C1 -0.471 1.108 -2.558  0.0040
C2 0.123 0.138 -1.440  -0.4131
C3 1.684 0.335 -1.375  -0.1159
C4 2.422 -0.263 -0.152  -0.1536
C5 1.807 0.397 1.087  -0.1269
C6 0.240 0.145 1.164  -0.4347
N1 -0.438 0.468 -0.105  0.1666
O1 -1.889 0.383 -0.016  0.1181
C7 -0.225 1.165 2.278  0.0081
C8 0.012 -1.293 1.638  0.0121
C9 -0.120 -1.247 -2.051  -0.0029
H1 -0.641 2.107 -2.157  0.0923
H2 -1.469 0.817 -2.885  0.0812
H3 0.163 1.102 -3.445  0.1088
H4 1.871 1.408 -1.340  0.1293
H5 2.258 -0.091 -2.198  0.1330
H6 3.495 -0.087 -0.216  0.1332
H7 2.247 -1.336 -0.078  0.1121
H8 2.177 1.409 1.246  0.1345
H9 2.241 -0.175 1.907  0.1260
H10 0.515 1.050 3.070  0.1072
H11 -1.259 0.959 2.553  0.0846
H12 -0.331 2.199 1.948  0.0973
H13 0.292 -2.016 0.872  0.0808
H14 -1.051 -1.441 1.824  0.0981
H15 0.557 -1.647 2.513  0.1214
H16 -1.098 -1.437 -2.494  0.0966
H17 0.115 -2.068 -1.374  0.0881
H18 0.540 -1.371 -2.910  0.1128
Br1 -6.667 -0.424 4.468  -0.3287

Results
Net charge ... +2
Calculated total energy ... -84456.29106 eV

# 5
C9H18Cl3CrO9 | the ωB97M-V functional and the def2-TZVPD basis

Each line ends with the Löwdin charge.
CARTESIAN COORDINATES (ANGSTROEM)
Cr1 -1.320 1.602 -0.557  0.0249
Cl1 -2.849 0.600 -2.246  -0.1720
Cl2 -2.820 2.830 1.095  -0.2318
Cl3 -0.683 3.704 -1.792  -0.3024
C1 -0.347 1.547 3.390  -0.0351
O1 0.972 1.956 3.004  0.0286
C2 1.154 1.976 1.694  -0.5982
O2 0.290 1.866 0.873  -0.0103
O3 2.429 2.189 1.428  0.0316
C3 2.744 2.406 0.037  -0.0076
H1 -0.612 0.604 2.914  0.0816
H2 -1.074 2.321 3.152  0.0463
H3 -0.345 1.352 4.463  0.0909
H4 1.864 2.274 -0.585  0.0636
H5 3.581 1.748 -0.185  0.0830
H6 3.090 3.435 -0.081  0.0995
C4 0.256 -2.161 0.979  -0.0085
O4 -1.148 -2.465 1.053  0.0259
C5 -1.978 -1.440 0.875  -0.6223
O5 -1.656 -0.299 0.729  0.0013
O6 -3.208 -1.884 0.875  0.0248
C6 -4.251 -0.870 0.800  -0.0129
H7 0.645 -2.503 0.017  0.0923
H8 0.761 -2.701 1.776  0.0963
H9 0.436 -1.092 1.071  0.0867
H10 -4.822 -1.075 -0.104  0.0865
H11 -3.836 0.132 0.790  0.0357
H12 -4.918 -1.055 1.641  0.0895
C7 3.436 -1.184 -1.705  -0.0462
O7 2.358 -0.467 -1.149  0.0005
C8 1.157 -0.547 -1.712  -0.6115
O8 0.262 0.162 -1.368  0.0571
O9 1.105 -1.491 -2.646  -0.0146
C9 -0.205 -1.768 -3.157  -0.0231
H13 3.414 -2.244 -1.413  0.0981
H14 4.347 -0.773 -1.284  0.0924
H15 3.405 -1.170 -2.791  0.0992
H16 -0.621 -0.920 -3.696  0.0815
H17 -0.909 -1.979 -2.355  0.0859
H18 -0.104 -2.619 -3.826  0.0930

Results
Spin multiplicity ... 5
Net charge ... -1
Calculated total energy ... -94046.97349 eV

# 6
C9H18ClIIrN2O2P | the ωB97M-V functional and the def2-TZVPD basis

Each line ends with the Löwdin charge.
CARTESIAN COORDINATES (ANGSTROEM)
C1 -2.790 1.982 -4.252  -0.0427
C2 -2.481 0.951 -3.203  -0.6701
H1 -3.534 1.613 -4.973  0.1294
H2 -1.875 2.250 -4.799  0.1219
H3 -3.176 2.893 -3.782  0.0826
O1 -2.467 -0.253 -3.308  0.0615
I1 -2.071 1.881 -1.239  1.1077
Ir1 -0.458 0.026 -0.480  0.6807
P1 1.209 -0.651 -1.869  0.6326
C3 1.428 -2.429 -1.580  -0.2064
C4 1.005 -0.389 -3.651  -0.1886
H4 2.747 1.200 -1.534  0.0221
H5 3.623 -0.283 -2.040  0.0867
H6 3.035 -0.097 -0.359  0.0575
C5 2.815 0.112 -1.413  -0.2582
H7 1.188 0.665 -3.891  0.0755
H8 1.724 -1.013 -4.196  0.0898
H9 2.178 -2.828 -2.274  0.0903
H10 0.484 -2.972 -1.719  0.0555
H11 -0.013 -0.649 -3.960  0.0462
H12 1.773 -2.580 -0.549  0.0707
C6 -1.513 -1.496 -0.656  -0.3609
O2 -2.121 -2.488 -0.709  0.1902
Cl1 0.851 2.001 -0.012  0.2539
C7 1.116 0.532 4.536  0.0856
N1 -0.158 0.201 3.884  -0.0295
C8 -1.336 0.040 4.741  0.0856
C9 -0.246 0.068 2.601  -0.0985
N2 -0.362 -0.136 1.456  -0.0002
H13 0.919 0.617 5.604  0.1222
H14 1.523 1.477 4.155  0.1421
H15 1.870 -0.249 4.362  0.1469
H16 -2.114 0.770 4.483  0.1468
H17 -1.771 -0.963 4.630  0.1482
H18 -1.005 0.192 5.769  0.1231

Results
Spin multiplicity ... 6
Net charge ... +3
Calculated total energy ... -49415.50026 eV